This record from the Open Molecules 2025 dataset describes a 7-piece molecular cluster, C33H57FN4O17P3 overall at a distorted geometry. The level of theory is the ωB97M-V functional and the def2-TZVPD basis.

```
! RIJCOSX wB97M-V def2-TZVPD def2/J DEFGRID3
* xyz 1 1
C -0.74046 -5.00124 -0.56968
C -1.79808 -4.57789 -1.61447
C -2.24967 -3.11815 -1.39740
F -2.75174 -2.53181 -2.55021
C -1.20434 -2.26192 -0.72055
C -1.40411 -1.84881 0.53825
O -2.40271 -2.06036 1.37514
C -3.56006 -1.21544 1.09121
C -4.84003 -1.98809 1.43915
C -6.01216 -1.22102 0.79940
O -4.80439 -3.30419 0.93348
N -0.24059 -1.12765 0.85445
P -0.09868 -0.43845 2.48988
N 0.68368 0.89975 2.61725
C 0.59969 -1.11188 -0.15770
P 2.28610 -0.30992 -0.14600
N 3.28216 -0.88177 -1.19519
N 0.02571 -1.81024 -1.16689
P 0.67234 -2.17603 -2.75373
O 1.64311 -3.23353 -2.63094
O -0.43590 -2.66364 -3.75464
O 1.39556 -0.90092 -3.42433
H -1.01666 -4.67205 0.43752
H -0.61489 -6.08613 -0.53691
H 0.23425 -4.58417 -0.83290
H -1.40530 -4.72700 -2.61822
H -2.65976 -5.21378 -1.41639
H -3.07771 -3.18015 -0.69019
H -3.60596 -0.97858 0.02786
H -3.56361 -0.30051 1.68888
H -5.00935 -1.97371 2.51927
H -5.75323 -0.81014 -0.17665
H -6.84127 -1.92053 0.72335
H -6.29083 -0.39124 1.45068
H -4.59825 -3.91303 1.64861
H -1.43283 -0.23475 2.89242
H 0.39956 -1.50722 3.26631
H 1.05415 1.22169 1.72697
H 2.78908 -0.50179 1.15684
H 2.04944 1.05386 -0.43094
H 4.10738 -1.24531 -0.73113
H -0.99259 -1.93957 -4.09028
H 0.91872 -0.07493 -3.24239
O 2.35943 3.48400 1.23226
C 2.24654 4.06114 2.28114
O 1.69239 5.28390 2.38794
C 1.79839 5.75120 3.75103
C 1.96148 4.49449 4.58667
C 2.71716 3.57587 3.63496
H 2.66111 6.41738 3.82177
H 0.90179 6.30880 4.01371
H 2.47144 4.66814 5.53059
H 0.98679 4.07081 4.80802
H 3.79841 3.71233 3.70185
H 2.45730 2.53045 3.78344
O 0.72476 1.65215 6.68720
C 0.12984 2.51163 7.27361
O 0.27360 3.82697 6.99440
C -0.48549 4.61697 7.93104
C -1.54966 3.67650 8.47222
C -0.83475 2.32809 8.42990
H 0.19004 4.97260 8.71167
H -0.91294 5.47466 7.41723
H -1.90932 3.95846 9.45956
H -2.40607 3.65788 7.79585
H -0.26171 2.13791 9.33845
H -1.51815 1.50597 8.23639
O -4.01990 -0.24312 -8.11738
C -3.39446 -1.22375 -7.86155
O -2.74182 -1.39927 -6.67540
C -1.99406 -2.62398 -6.70690
C -2.65581 -3.47710 -7.77731
C -3.15262 -2.42042 -8.76166
H -0.95379 -2.38880 -6.94931
H -2.03186 -3.09218 -5.72444
H -1.98500 -4.21309 -8.21590
H -3.50703 -4.01066 -7.35174
H -2.39241 -2.15691 -9.49801
H -4.07048 -2.72102 -9.25772
O -1.21433 7.40033 5.84470
C -1.47102 8.34438 5.15189
O -1.73709 9.56896 5.65089
C -2.11375 10.46502 4.58855
C -1.52790 9.85245 3.32623
C -1.59150 8.36055 3.63965
H -3.20351 10.52380 4.55625
H -1.71524 11.45502 4.79532
H -2.06053 10.13968 2.42196
H -0.48692 10.15929 3.21388
H -2.55075 7.92285 3.35950
H -0.77636 7.80875 3.17918
O 5.12008 0.59345 -8.18698
C 4.84114 0.06278 -7.15624
O 4.46021 -1.24246 -7.06966
C 4.09035 -1.54734 -5.71693
C 4.78360 -0.50980 -4.85719
C 4.80396 0.70592 -5.77754
H 3.00281 -1.48938 -5.62575
H 4.41248 -2.55820 -5.47616
H 4.28358 -0.34115 -3.90390
H 5.80664 -0.82740 -4.64791
H 3.89368 1.30151 -5.69208
H 5.67839 1.32987 -5.61774
O 0.92421 -7.19682 -0.32045
C 1.95675 -7.33846 -0.91781
O 2.50010 -8.54740 -1.16007
C 3.78359 -8.39402 -1.79501
C 3.74973 -7.01193 -2.42769
C 2.85240 -6.24310 -1.46279
H 4.55910 -8.48431 -1.03181
H 3.91914 -9.18559 -2.52767
H 4.73774 -6.57541 -2.55908
H 3.27316 -7.06388 -3.40785
H 3.41693 -5.80756 -0.63630
H 2.27031 -5.47622 -1.96616
*
```

Kohn-Sham gap ... 0.2786 Eh
E_tot ... -3913.50016 hartree